1.
17
Properties=species:S:1:pos:R:3:forces:R:3 method="wB97M-V/def2-TZVPD" charge=0 e_above_lowest_ev=0.723 total_energy_ha=-251.3539 s_squared=0.751 e_lumo_ev="0.95 / 0.68" spin_multiplicity=2 homo_lumo_gap_ev="4.14 / 11.71" fmax_ev_per_a=1.44
C -0.68511 0.41548 2.58826 1.24 0.30 -0.67
N -1.34306 -0.43528 1.55280 0.35 0.31 0.33
H 0.39315 0.21097 2.50262 -0.36 -0.17 0.32
H -0.76717 1.47190 2.35681 -0.53 0.05 0.00
H -1.03647 0.16205 3.57347 -0.28 -0.04 0.24
H -1.35109 -1.41000 1.96261 -0.17 -0.10 -0.48
H -0.79855 -0.40435 0.66128 -0.34 -0.39 0.17
H -2.32214 -0.13724 1.32937 -0.07 0.00 0.20
C 1.14419 -0.20405 -1.22028 -0.49 -0.84 0.33
O -0.06991 -0.93623 -0.91594 0.23 0.44 0.00
C 1.04026 0.55145 -2.50824 0.29 1.12 -0.16
H 1.33188 0.43351 -0.35601 -0.04 0.18 -0.11
H 1.93458 -0.93900 -1.23251 0.44 -0.20 -0.20
H -0.54951 -1.12121 -1.73162 0.03 0.00 0.06
H 2.01551 0.82994 -2.91022 0.16 -0.25 0.09
H 0.52417 0.00099 -3.28468 -0.12 -0.26 -0.12
H 0.53928 1.51105 -2.36772 -0.31 -0.15 0.00

2.
49
Properties=species:S:1:pos:R:3:forces:R:3 method="wB97M-V/def2-TZVPD" charge=-3 total_energy_ha=-6447.4824 s_squared=0.759 e_lumo_ev="6.27 / 1.77" spin_multiplicity=2 homo_lumo_gap_ev="8.39 / 3.89" fmax_ev_per_a=3.51
Ca -0.13693 0.05049 -0.01906 0.20 -0.24 1.34
C -3.39270 -3.34968 0.96664 1.56 1.11 1.71
F -2.23712 -3.95377 1.33812 0.10 0.69 -0.75
F -3.74099 -3.80038 -0.21002 -0.46 -0.26 -0.69
F -4.23941 -3.79905 1.91592 -0.89 0.45 -0.47
S -3.30200 -1.35766 1.02674 -0.97 1.83 0.77
O -2.11236 -0.83267 0.38036 0.32 -1.50 -0.83
O -4.48509 -0.87836 0.33241 -0.14 -1.37 -0.02
O -3.26154 -1.02328 2.42777 -0.35 -1.20 0.36
C 2.26216 -3.71040 0.75365 -1.63 0.02 1.51
F 1.28562 -3.70970 -0.15562 0.35 0.22 0.01
F 2.14177 -4.92212 1.38212 0.43 0.47 -0.07
F 3.42878 -3.65928 0.17868 0.93 -0.03 -0.61
S 2.03791 -2.25908 2.03165 -1.08 0.97 2.82
O 1.62670 -2.91338 3.33426 1.02 0.89 -3.23
O 3.29285 -1.49679 2.12305 -1.18 -1.62 -0.67
O 0.92621 -1.48246 1.42026 1.19 -1.09 0.32
C 3.16371 2.18853 -2.84707 -0.52 -0.72 2.02
F 3.84851 3.27445 -3.13990 0.43 0.97 -0.24
F 2.03618 2.18051 -3.52480 -0.10 -0.03 -0.06
F 3.91337 1.14164 -3.17556 -0.13 -0.23 -0.26
S 2.88372 2.09575 -0.90703 -0.45 -0.87 -0.88
O 1.68804 1.23280 -0.76154 2.48 1.92 -0.18
O 4.15891 1.52311 -0.47877 -1.64 1.29 -0.12
O 2.61295 3.52574 -0.48669 0.45 -1.96 -0.50
C -2.86013 3.45527 -0.23629 2.13 -1.16 -0.52
F -2.33221 3.49118 1.00101 -0.73 0.66 -0.71
F -3.63338 2.41095 -0.33739 -0.92 -1.18 0.19
F -3.61982 4.50447 -0.51940 0.37 0.88 0.27
S -1.40758 3.13097 -1.47632 2.80 2.02 0.62
O -0.99788 1.74837 -1.22849 -1.15 1.09 -0.37
O -1.86903 3.43796 -2.80635 -0.83 -0.37 0.24
O -0.30884 4.09243 -1.08468 -1.80 -1.36 -0.22
C -0.11420 2.83812 4.15189 -0.24 -1.21 -0.49
F -0.64707 4.03441 4.02952 0.70 1.60 -0.01
F 0.65286 2.77279 5.28333 -0.24 0.27 -1.09
F -1.19529 2.08371 4.36792 0.44 -1.04 0.09
S 0.76061 2.33402 2.43222 1.31 -0.94 -2.83
O 0.97481 3.60898 1.68434 -0.44 -1.78 2.43
O 1.94599 1.45893 2.59034 -1.35 2.26 1.08
O -0.28133 1.50715 1.78191 -0.24 1.16 1.14
C -0.59623 -3.26162 -3.04022 -1.47 0.93 0.12
F -1.31815 -3.26076 -1.90400 0.45 0.06 -0.50
F -0.07018 -4.45278 -3.18503 0.33 -0.79 -0.32
F -1.56938 -3.12097 -4.06120 1.87 0.20 1.10
S 0.83027 -1.93217 -2.89705 1.56 1.22 0.97
O 2.12402 -2.68532 -2.91203 -3.15 1.14 -0.07
O 0.63045 -0.96199 -3.96407 0.00 -1.27 0.14
O 0.50243 -1.29905 -1.57553 0.67 -2.10 -2.53

Question: Look up the charge of the second one.
Answer: -3